ORCA calculation (ωB97M-V with the def2-TZVPD basis set) on a cluster of 12 separate species, C19H64N20O12 in total.

As for the SMILES: COC[C@H](C)N.COC[C@H](C)N.NC(N)=O.NC(N)=O.NC(N)=O.NC(N)=O.NC(N)=O.NC(N)=O.NC(N)=O.NC(N)=O.NC(N)=O.CCO. As for the net charge: 0. As for the energy above the lowest of the compared OMol25 structures with the same formula, charge and spin: 0.000 eV. For the largest force on an atom, the calculation gives 2.584 eV Å⁻¹. As for the LUMO energy: 0.12 eV.

Last column: Mulliken charge in e.
Geometry (Å):
C 8.971664 -22.589365 7.646225  -0.774
O 8.161310 -21.852922 6.748364  -0.379
C 8.541624 -20.512791 6.590130  1.035
C 8.003823 -19.548736 7.653635  -0.158
C 6.477073 -19.651545 7.745593  -0.752
N 8.286246 -18.157840 7.333227  -0.354
H 8.678207 -23.635520 7.667733  0.301
H 8.810197 -22.193484 8.656299  0.276
H 10.029000 -22.496128 7.385401  0.302
H 9.614876 -20.322875 6.451847  0.547
H 8.098203 -20.199084 5.641130  -1.291
H 8.409063 -19.781794 8.641966  0.530
H 6.170234 -20.686958 7.889385  0.246
H 6.060814 -19.236470 6.821462  -0.379
H 6.073287 -19.033116 8.546166  0.554
H 7.843398 -17.853344 6.467433  -0.178
H 9.266065 -18.006637 7.095644  0.424
C 4.982123 -14.503236 6.270808  -1.089
O 4.767924 -14.887695 4.928582  0.067
C 4.153302 -13.859953 4.107458  -1.163
C 3.298097 -14.563330 3.074163  2.057
C 2.861043 -13.648236 1.940349  -1.772
N 2.142871 -15.257604 3.661979  -0.554
H 4.044270 -14.199299 6.744067  0.315
H 5.659745 -13.641642 6.336129  0.381
H 5.411656 -15.318014 6.851628  0.237
H 3.608762 -13.148877 4.738926  0.384
H 5.030119 -13.307468 3.745726  0.351
H 3.952201 -15.312499 2.616959  -0.995
H 3.708425 -13.146958 1.458518  0.340
H 2.149355 -12.889134 2.262566  0.429
H 2.506392 -14.268398 1.115686  0.325
H 2.541112 -16.051392 4.152881  0.253
H 1.674929 -14.646063 4.321119  0.303
N 9.086445 -14.048693 9.401053  -0.498
C 9.760410 -14.085992 8.193224  0.659
N 9.558642 -15.185378 7.434403  0.098
O 10.364294 -13.111635 7.761598  -0.695
H 8.737158 -13.126214 9.594889  0.236
H 8.541000 -14.849497 9.666147  0.211
H 9.941414 -15.199348 6.501769  -0.046
H 9.142109 -16.033054 7.782496  0.122
N 7.985626 -19.606501 0.541146  -0.077
C 7.333868 -19.116573 -0.540056  0.314
N 7.550585 -19.796321 -1.689082  -0.433
O 6.498293 -18.232035 -0.414284  -0.749
H 8.642204 -20.361046 0.487103  0.217
H 8.007810 -18.938378 1.298652  -0.208
H 8.125179 -20.616830 -1.746968  0.160
H 6.873822 -19.703488 -2.427098  0.264
N 12.796836 -15.460535 3.814697  -0.324
C 11.856692 -14.841907 4.586457  0.479
N 12.332055 -13.859629 5.380883  -0.430
O 10.687399 -15.214413 4.707057  -0.768
H 12.479679 -16.122892 3.131633  0.175
H 13.680919 -14.999503 3.705733  0.207
H 13.324266 -13.766069 5.484167  0.160
H 11.657961 -13.476342 6.033693  0.199
N 6.184932 -16.860036 3.530262  1.584
C 7.502403 -16.912762 3.804170  -1.369
N 7.939875 -15.943663 4.634620  0.816
O 8.271550 -17.791334 3.368797  1.974
H 5.709437 -17.641562 3.106941  -0.950
H 5.630134 -16.174136 4.043046  -0.241
H 8.946088 -15.871838 4.717683  -0.389
H 7.373487 -15.118640 4.739001  0.059
N 3.124573 -17.150786 -0.289336  -0.266
C 3.040588 -17.864530 0.897905  0.646
N 4.251319 -18.289117 1.333794  0.262
O 1.945148 -18.073125 1.387143  -0.707
H 3.964921 -16.815297 -0.738772  0.089
H 2.350204 -17.248410 -0.920787  0.225
H 4.988374 -18.127167 0.655927  -0.065
H 4.355599 -18.812136 2.189882  0.126
N 7.324643 -20.671423 3.726455  -0.336
C 6.020492 -20.624088 4.070815  0.243
N 5.555568 -21.705391 4.756435  -0.313
O 5.276999 -19.713076 3.698291  -0.616
H 7.882410 -21.276684 4.300221  0.333
H 7.537449 -19.824636 3.225452  -0.150
H 6.123204 -22.508191 4.948690  0.200
H 4.558999 -21.690515 4.874163  0.255
N 10.611342 -16.496537 1.277946  -0.053
C 10.674170 -15.904639 0.041793  0.579
N 11.771242 -16.263627 -0.701022  -0.469
O 9.902162 -15.043948 -0.333491  -0.601
H 9.889528 -16.205073 1.912366  -0.108
H 11.340429 -17.168875 1.428874  0.121
H 12.054529 -15.676424 -1.466813  0.244
H 12.576775 -16.762644 -0.360800  0.168
N 4.061375 -17.921237 5.921086  -0.258
C 4.014113 -18.105441 7.289425  0.414
N 3.251193 -19.163873 7.646496  -0.356
O 4.587806 -17.349691 8.057204  -0.600
H 4.113919 -18.781077 5.386862  0.294
H 4.668596 -17.202491 5.566128  -0.104
H 2.991605 -19.837438 6.946024  0.178
H 3.269296 -19.566974 8.566267  0.278
N 10.937330 -18.361757 4.657561  0.370
C 11.325228 -19.293184 3.761385  0.209
N 10.414839 -19.574571 2.766026  -0.051
O 12.370972 -19.922529 3.870197  -0.736
H 11.544005 -18.252834 5.449628  0.220
H 10.247573 -17.664726 4.434842  -0.555
H 10.525071 -20.353787 2.150562  0.149
H 9.699947 -18.864557 2.632816  0.070
C 6.683973 -13.730473 0.203891  -1.584
C 5.897320 -15.015439 0.198581  1.279
O 6.004708 -15.645183 -1.064564  -0.671
H 6.220317 -13.120664 -0.593519  0.427
H 7.724331 -13.761061 -0.109478  0.266
H 6.536587 -13.009932 1.013025  0.335
H 4.834610 -14.867389 0.411280  -0.059
H 6.293978 -15.699092 0.961876  -0.412
H 6.162343 -16.588643 -0.947688  0.510

Forces on the atoms, in the same order (eV/Å):
C -0.1 0.6 0.6
O 0.2 -0.7 -0.4
C -0.2 1.2 -0.3
C -1.0 -0.2 0.1
C 0.4 -0.1 0.1
N 1.0 0.7 -0.4
H -0.1 0.0 -0.3
H 0.3 -0.1 0.0
H 0.0 -0.1 0.0
H 0.2 -0.6 0.2
H 0.1 0.3 0.5
H 0.2 0.1 0.0
H -0.1 0.0 -0.2
H 0.0 -0.4 0.0
H 0.3 -0.1 0.1
H -0.5 -0.3 0.2
H 0.2 -0.4 0.3
C 0.1 0.6 0.4
O -0.5 0.0 0.3
C 1.2 -0.1 0.6
C -0.1 0.3 -0.4
C 0.6 0.0 -0.5
N 0.9 0.0 -0.3
H -0.1 -0.1 0.0
H 0.1 0.0 -0.1
H -0.1 -0.2 -0.2
H -0.3 -0.3 0.0
H -0.4 0.2 -0.7
H -0.1 -0.2 0.1
H 0.1 0.2 0.5
H -0.2 -0.1 -0.1
H -0.7 0.0 0.3
H -0.5 -0.1 0.3
H 0.0 -0.1 0.1
N 0.7 -0.1 -0.2
C -1.1 0.4 -0.5
N 0.3 -0.7 0.1
O 0.4 0.1 0.0
H 0.0 -0.1 0.4
H -0.3 0.2 0.0
H 0.3 0.1 0.0
H -0.3 0.1 0.1
N 0.1 0.7 0.4
C -0.5 -1.4 0.3
N -0.2 0.0 -1.0
O 0.2 0.4 -0.5
H 0.1 0.1 0.0
H 0.2 -0.2 0.3
H 0.1 0.1 0.3
H 0.0 0.2 0.1
N -0.5 0.2 0.1
C 0.6 -0.3 1.1
N -0.3 0.0 -0.5
O -0.2 -0.3 -0.8
H 0.1 0.0 -0.1
H 0.0 -0.2 -0.3
H -0.1 0.4 0.3
H 0.3 0.2 0.4
N 0.1 0.1 0.1
C -0.9 -0.2 -0.2
N 0.5 -0.1 0.1
O 0.1 -0.1 -0.3
H 0.3 0.0 -0.1
H 0.0 -0.1 -0.3
H -0.2 0.5 -0.1
H 0.1 0.1 0.2
N -0.1 0.4 -0.6
C -0.6 0.1 -0.8
N -0.1 0.6 -0.1
O 0.3 -0.4 0.5
H 0.2 -0.3 0.3
H -0.3 0.1 0.3
H 0.3 -0.5 0.7
H 0.0 -0.2 -0.2
N -1.4 -0.2 -0.3
C -0.3 -1.0 -0.6
N -0.4 0.9 0.0
O -0.2 0.0 0.4
H 0.8 0.3 -0.5
H 1.3 0.1 0.4
H -0.1 -0.1 0.1
H 0.0 -0.5 0.2
N 0.5 0.0 -1.2
C 0.2 1.3 0.5
N 0.9 -0.5 -0.8
O -0.1 -0.4 0.0
H 0.1 -0.3 0.2
H -0.5 -0.3 0.8
H -0.7 0.2 0.0
H -0.4 -0.2 0.5
N -0.3 -0.7 -0.2
C 0.7 1.2 -0.5
N -0.6 -1.2 0.2
O -0.6 0.0 0.3
H -0.1 0.3 -0.3
H 0.1 0.0 0.3
H -0.1 0.2 -0.2
H 0.3 0.5 0.2
N 0.0 0.4 0.3
C 0.5 -1.7 -0.5
N -0.4 1.3 0.4
O -0.1 0.1 0.1
H 0.2 0.3 -0.2
H -0.2 -0.1 0.1
H 0.4 0.1 0.0
H -0.1 -0.6 -0.1
C -0.9 1.9 -1.5
C 0.6 -0.8 0.8
O -0.3 0.3 -0.5
H 0.1 -0.2 -0.2
H 0.1 -0.6 0.4
H 0.1 -0.7 0.7
H 0.1 0.3 0.2
H -0.1 0.0 0.1
H 0.3 0.0 0.1